(1)
Density functional theory data (ωB97M-V/def2-TZVPD) for the molecule C4H9NS.

Values from the calculation:
- HOMO-LUMO gap (eV) = 9.74
- multiplicity = 1
- structure (SMILES) = NC1(CS)CC1

The geometry in XYZ format:
```
15
C4H9NS | the Open Molecules 2025 dataset | ωB97M-V/def2-TZVPD
N 0.7221 -1.1605 0.8048
C 0.1462 -0.1244 -0.0175
C -1.3271 -0.3055 -0.2749
S -2.3278 -0.2486 1.2496
C 0.5778 1.3062 0.0680
C 0.8415 0.4905 -1.1554
H 1.0291 -1.9670 0.2722
H 1.4763 -0.7901 1.3564
H -1.6615 0.4899 -0.9048
H -1.4510 -1.2650 -0.7960
H -1.4403 -0.9478 2.0133
H 1.4407 1.4671 0.7746
H -0.1533 2.1337 0.0016
H 0.2303 0.7409 -2.0416
H 1.8971 0.1805 -1.3501
```



(2)
Density functional theory data (ωB97M-V/def2-TZVPD) for a cluster of 2 separate species, C4H9NS in total.

Values from the calculation:
- HOMO-LUMO gap (eV) = 9.41
- multiplicity = 1

The geometry in XYZ format:
```
15
C4H9NS | the Open Molecules 2025 dataset | ωB97M-V/def2-TZVPD
C -0.1314 2.4102 1.0670
C -0.1660 -0.9525 -0.8249
C 0.3308 -2.1671 -0.0416
C -0.6740 -1.2498 -2.2657
H -1.2452 2.7381 1.3288
H 0.8792 3.3572 1.6354
H -0.1512 2.5865 -0.2064
H 1.3085 -2.0557 0.2607
H -0.3417 -1.9157 0.8128
H -0.1689 -3.1584 -0.3491
H -0.6499 -0.2752 -2.9286
H 0.0697 -2.1320 -2.5414
H -1.8174 -1.4938 -2.1074
N -0.2266 0.2463 -0.4323
S 0.4716 0.7738 1.2195
```



(3)
Density functional theory data (ωB97M-V/def2-TZVPD) for a cluster of 2 separate species, C4H9NS in total.

Values from the calculation:
- HOMO-LUMO gap (eV) = 9.75
- multiplicity = 1

The geometry in XYZ format:
```
15
C4H9NS | the Open Molecules 2025 dataset | ωB97M-V/def2-TZVPD
C 1.5722 -0.9969 -1.3453
C -1.2036 1.2832 -0.6494
C -0.6031 -0.1412 1.3620
C -0.1521 0.5519 0.1214
N 0.3497 -0.8834 -1.1959
S 0.7527 -0.9252 2.2960
H 1.9224 -1.7401 -2.0606
H 2.3621 -0.4319 -0.8363
H -0.8343 1.5436 -1.6373
H -1.4801 2.2014 -0.1323
H -2.0874 0.6646 -0.7621
H -1.0175 0.6004 2.0530
H -1.3629 -0.8919 1.1569
H 0.7994 1.0627 0.2134
H 0.9827 -1.8974 1.4165
```



(4)
Density functional theory data (ωB97M-V/def2-TZVPD) for the molecule C4H9NS.

Values from the calculation:
- HOMO-LUMO gap (eV) = 9.89
- multiplicity = 1
- structure (SMILES) = C[C@]1(N)C[C@H]1S

The geometry in XYZ format:
```
15
C4H9NS | the Open Molecules 2025 dataset | ωB97M-V/def2-TZVPD
C 2.0790 -0.1365 -0.8123
C 0.9191 0.0442 0.1104
N 0.7784 1.4109 0.5859
C 0.4058 -1.0016 1.0833
C -0.3288 -0.7470 -0.2622
S -1.8781 0.1726 -0.3385
H 2.2334 -1.1406 -1.1260
H 2.9697 0.1464 -0.3493
H 1.9568 0.4366 -1.7084
H 0.0134 1.5809 1.2640
H 0.6292 2.0239 -0.2314
H 0.0631 -0.6016 2.0621
H 0.9508 -1.9373 1.1307
H -0.2201 -1.5151 -1.0147
H -2.4463 -0.5852 0.5725
```



Calculated max |F| in order - 2.24, 5.38, 4.34, 1.89 eV Å⁻¹